Computed, not measured: an isolated molecule of C5H6F2 in a non-equilibrium geometry, with wB97M-V/def2-TZVPD.

HOMO (eV): -8.82
Total charge: 0
2S+1: 1
LUMO energy (eV): 0.953
Kohn-Sham gap (eV): 9.7707

```
13
C5H6F2 wB97M-V/def2-TZVPD
C 0.08 0.83 -1.07
C -0.49 0.85 0.32
C -0.02 -1.93 -0.23
C 1.33 -1.61 0.31
C 0.04 -0.44 -0.26
F -0.13 -2.67 -1.37
F 2.46 -1.53 -0.48
H -0.61 0.83 -1.85
H 1.06 1.33 -1.39
H 0.13 1.37 1.27
H -1.59 0.93 0.44
H -0.83 -2.25 0.52
H 1.69 -1.42 1.40
```

Computed, not measured: an isolated molecule of C5H6F2I2O in a non-equilibrium geometry, with wB97M-V/def2-TZVPD.

HOMO (eV): -9.41
Total charge: 0
2S+1: 1
LUMO energy (eV): -1.351
Kohn-Sham gap (eV): 8.0541

```
16
C5H6F2I2O wB97M-V/def2-TZVPD
C -0.58 0.28 -1.70
C -0.03 -0.29 -0.67
C 0.03 0.30 0.69
C 2.18 -1.86 -0.26
C 0.46 -1.66 -0.84
O 2.90 -0.77 -0.69
F 2.57 -3.02 -0.79
F 0.56 -2.10 -2.05
I -0.45 -3.18 0.31
I 4.46 0.03 0.26
H -0.69 -0.10 -2.66
H -1.03 1.32 -1.74
H -0.56 -0.41 1.35
H 1.13 0.35 1.11
H -0.41 1.37 0.75
H 2.10 -1.98 0.88
```

Question: Which formula does entry 2 have?
Answer: C5H6F2I2O

Question: Look up the Kohn-Sham gap of the second one.
Answer: 8.0541 eV